[1]
{"formula": "C5H7NO", "method": "ωB97M-V with the def2-TZVPD basis set", "multiplicity": 1, "e_above_lowest_ev": 4.484, "orbital_gap_ev": 9.020, "homo_energy_ha": -0.3109, "lumo_ev": 0.56, "symbols": ["C", "C", "H", "H", "O", "H", "C", "H", "N", "H", "H", "C", "C", "H"], "positions_angstrom": [[-0.7911, 0.0523, -0.1673], [0.2216, 1.3451, -1.6225], [0.8057, -1.6217, 1.4049], [0.6562, 1.9887, -2.3730], [1.1974, 0.7305, -0.8457], [-0.9309, -0.3772, -1.2621], [1.4105, -0.7988, 1.0177], [-1.7617, 0.0173, 1.5884], [-1.7209, -0.5403, 0.7405], [1.7100, -0.1668, 1.8624], [-2.6461, -0.4790, 0.3243], [-1.0751, 1.0795, -1.2584], [0.6037, -0.0375, 0.0345], [2.3208, -1.1922, 0.5565]], "forces_ev_per_a": [[0.179, -0.051, 0.276], [-0.241, 0.195, -0.183], [0.089, 0.083, -0.024], [-0.101, -0.049, 0.069], [-0.021, -0.099, 0.095], [0.148, -0.105, -0.072], [-0.006, -0.058, 0.033], [-0.004, -0.062, -0.068], [-0.130, 0.180, -0.003], [-0.062, -0.051, -0.119], [0.073, -0.050, 0.059], [0.360, 0.079, -0.024], [-0.151, -0.073, -0.076], [-0.134, 0.061, 0.037]], "lowdin_charge": [-0.408, -0.168, 0.087, 0.100, 0.056, 0.192, 0.011, 0.087, 0.072, 0.095, 0.083, -0.023, -0.275, 0.092]}

***

[2]
{"formula": "C5H7NO", "method": "ωB97M-V with the def2-TZVPD basis set", "smiles": "CC=C=NC(C)=O", "multiplicity": 1, "e_above_lowest_ev": 1.421, "orbital_gap_ev": 9.874, "homo_energy_ha": -0.3305, "lumo_ev": 0.88, "symbols": ["H", "C", "H", "C", "N", "C", "H", "C", "H", "C", "O", "H", "H", "H"], "positions_angstrom": [[-1.3930, -1.2513, -2.8310], [0.5712, -0.4040, 1.5606], [1.9052, 1.1213, 2.3046], [0.8674, 0.7929, 2.4284], [-1.2421, -0.2916, -0.2093], [-0.8999, 0.2941, -1.4669], [0.7117, 0.5654, 3.4874], [-0.3706, -0.3796, 0.6557], [1.1668, -1.3062, 1.6586], [-0.5025, -0.7015, -2.5138], [-0.9856, 1.4862, -1.6475], [0.2178, -1.4231, -2.1201], [-0.0737, -0.1843, -3.3707], [0.2234, 1.6310, 2.1530]], "forces_ev_per_a": [[0.083, -0.007, 0.043], [-0.049, -0.043, -0.056], [-0.141, -0.112, 0.000], [-0.020, 0.120, 0.096], [0.492, 0.014, 0.601], [0.041, 0.807, -0.233], [0.015, 0.029, -0.117], [-0.233, 0.166, -0.475], [-0.095, 0.061, -0.029], [0.057, -0.100, -0.212], [0.018, -0.916, 0.207], [-0.127, 0.066, 0.023], [-0.097, 0.007, 0.065], [0.056, -0.093, 0.088]], "lowdin_charge": [0.091, -0.139, 0.073, -0.102, 0.167, -0.503, 0.071, -0.101, 0.103, -0.006, 0.097, 0.084, 0.086, 0.078]}

***

[3]
{"formula": "C5H7NO", "method": "ωB97M-V with the def2-TZVPD basis set", "multiplicity": 1, "e_above_lowest_ev": 2.624, "orbital_gap_ev": 8.618, "homo_energy_ha": -0.2835, "lumo_ev": 0.90, "symbols": ["H", "N", "H", "H", "H", "O", "C", "H", "C", "H", "H", "C", "C", "C"], "positions_angstrom": [[1.1377, -1.4677, -1.8614], [-1.6965, 2.1146, 0.3432], [-2.3222, 1.8792, -0.4207], [1.9006, -2.2931, -0.4823], [0.1795, -2.5389, -0.8161], [0.0937, 1.1383, 1.6057], [-0.6708, 1.2141, 0.5556], [2.1609, -0.3672, 1.3750], [-0.3999, 0.2668, -0.4251], [-2.0990, 2.6971, 1.0587], [-0.9031, 0.1965, -1.3724], [1.0599, -0.4155, 1.2660], [0.9882, -1.8005, -0.8307], [0.5711, -0.6234, 0.0044]], "forces_ev_per_a": [[-0.014, -0.131, 0.093], [0.240, -0.136, 0.357], [0.333, 0.082, 0.427], [-0.138, 0.154, 0.047], [0.158, 0.070, -0.073], [0.870, -1.286, -0.634], [0.252, -0.534, -0.422], [-0.828, 0.576, 0.706], [-0.183, -0.111, -0.284], [0.340, -0.180, 0.160], [-0.189, -0.017, -0.104], [-0.827, 1.651, -0.303], [0.080, -0.064, -0.030], [-0.094, -0.074, 0.058]], "lowdin_charge": [0.084, 0.145, 0.102, 0.079, 0.089, 0.005, -0.459, 0.093, -0.053, 0.100, 0.106, 0.138, -0.045, -0.385]}

***

[4]
{"formula": "C5H7NO", "method": "ωB97M-V with the def2-TZVPD basis set", "smiles": "[H]/N=C1\\OC[C@H]2C[C@@H]12", "multiplicity": 1, "e_above_lowest_ev": 1.210, "orbital_gap_ev": 10.807, "homo_energy_ha": -0.3606, "lumo_ev": 1.00, "symbols": ["C", "H", "H", "O", "C", "C", "C", "N", "H", "H", "H", "C", "H", "H"], "positions_angstrom": [[0.0236, 0.9567, -1.1997], [-1.5806, -2.6619, 0.6835], [-1.8289, 0.9985, 0.0553], [0.4556, -1.3447, 0.5143], [0.4646, 0.9861, 0.2226], [-0.8466, -0.9909, 0.2049], [1.3278, -0.2012, 0.6002], [-1.8427, -1.7651, 0.2754], [-0.2264, 1.9005, -1.6685], [0.4739, 0.2101, -1.8495], [2.1687, -0.3333, -0.0992], [-0.9059, 0.4552, -0.1333], [1.7712, -0.1125, 1.6014], [0.5457, 1.9024, 0.7925]], "forces_ev_per_a": [[0.065, 0.080, -0.253], [0.070, -0.032, -0.207], [0.286, -0.245, 0.099], [-0.201, -0.096, -0.032], [0.086, 0.159, 0.088], [-0.031, -0.017, 0.114], [-0.054, 0.168, -0.007], [0.453, 0.234, 0.179], [-0.092, -0.150, -0.024], [0.039, 0.192, 0.053], [-0.348, -0.094, 0.108], [0.010, -0.066, 0.207], [-0.426, -0.173, -0.082], [0.143, 0.038, -0.242]], "lowdin_charge": [-0.061, 0.059, 0.148, -0.020, -0.206, -0.415, -0.131, 0.155, 0.108, 0.121, 0.127, -0.148, 0.124, 0.139]}

***

[5]
{"formula": "C5H7NO", "method": "ωB97M-V with the def2-TZVPD basis set", "smiles": "C1=CC1.C#N.C=O", "multiplicity": 1, "e_above_lowest_ev": 4.905, "orbital_gap_ev": 10.071, "homo_energy_ha": -0.3496, "lumo_ev": 0.56, "symbols": ["H", "N", "C", "C", "O", "C", "H", "H", "H", "C", "H", "H", "C", "H"], "positions_angstrom": [[-2.2967, -0.7710, 0.2801], [1.4150, 2.0945, -0.3181], [0.9898, -0.5001, -0.8854], [0.6313, 2.3209, 0.4967], [-1.3605, 0.7760, 1.1505], [0.0151, -1.3366, -0.7334], [-0.6951, -1.9486, -1.2597], [0.7062, -0.7862, 1.3565], [-0.1249, 2.4940, 1.2308], [0.9904, -1.2522, 0.4034], [1.7383, -2.0404, 0.4974], [1.5719, 0.1054, -1.5535], [-1.7956, 0.2054, 0.1762], [-1.7853, 0.6390, -0.8415]], "forces_ev_per_a": [[0.026, -0.001, -0.064], [-0.631, 0.598, 0.783], [-0.057, -0.445, -0.289], [0.861, 0.105, -0.701], [-0.521, -0.292, -0.240], [0.395, -0.262, -0.431], [-0.177, 0.035, 0.149], [-0.010, 0.037, -0.363], [0.146, 0.030, -0.032], [0.202, -0.165, 0.240], [-0.066, 0.042, 0.214], [-0.040, 0.040, 0.132], [-0.174, 0.196, 0.367], [0.047, 0.081, 0.235]], "lowdin_charge": [0.091, 0.078, -0.099, -0.061, -0.069, -0.125, 0.102, 0.076, 0.058, -0.140, 0.079, 0.083, -0.171, 0.098]}

***

[6]
{"formula": "C5H7NO", "method": "ωB97M-V with the def2-TZVPD basis set", "smiles": "C#CCCNC=O", "multiplicity": 1, "e_above_lowest_ev": 2.766, "orbital_gap_ev": 10.613, "homo_energy_ha": -0.3572, "lumo_ev": 0.89, "symbols": ["C", "C", "H", "C", "N", "H", "H", "H", "C", "H", "H", "C", "O", "H"], "positions_angstrom": [[-0.3827, -0.9114, 1.1244], [1.8040, 1.2951, -0.1402], [-1.1293, -1.6989, 1.0308], [0.6531, -1.0710, -0.2618], [-1.0233, 0.3872, 1.1186], [1.2400, -1.9847, -0.1585], [2.1801, 2.2743, 0.0425], [-1.4673, 1.8536, -0.2941], [1.4359, 0.1564, -0.2938], [0.0237, -1.0043, 2.1602], [-0.7184, 1.1111, 1.7587], [-1.4221, 0.7694, -0.1234], [-1.6407, -0.0495, -0.9931], [0.2056, -1.1615, -1.2835]], "forces_ev_per_a": [[0.480, -0.354, -0.973], [0.112, -0.480, -0.066], [-0.017, 0.046, -0.187], [-0.295, 0.000, 1.225], [0.025, -0.023, -0.422], [0.216, 0.202, 0.402], [0.045, -0.049, -0.180], [-0.267, 0.053, 0.095], [0.083, 0.475, 0.542], [0.645, -0.230, -1.230], [0.138, -0.319, -0.293], [-0.265, 0.057, -0.242], [-0.475, 0.646, -0.043], [-0.424, -0.025, 1.372]], "lowdin_charge": [-0.116, 0.103, 0.099, -0.141, -0.009, 0.094, 0.024, 0.133, -0.179, 0.122, 0.130, -0.377, 0.006, 0.110]}

***

[7]
{"formula": "C5H7NO", "method": "ωB97M-V with the def2-TZVPD basis set", "multiplicity": 1, "e_above_lowest_ev": 6.063, "orbital_gap_ev": 9.207, "homo_energy_ha": -0.3273, "lumo_ev": 0.30, "symbols": ["H", "C", "C", "H", "H", "O", "H", "C", "H", "C", "H", "C", "H", "N"], "positions_angstrom": [[-0.0086, 1.7908, -0.4064], [-0.9763, -1.4887, -1.3026], [-1.3874, -0.1110, -0.9721], [2.3143, 1.0165, 0.1478], [1.7333, -0.6055, 0.5335], [-2.2232, -0.1065, 0.1569], [0.5879, 0.4415, -1.3721], [1.4618, 0.4555, 0.5419], [-0.9380, 0.8315, 1.4396], [-0.9812, -0.0033, 0.7432], [-0.5582, -0.9464, 1.0914], [0.2565, 0.7336, -0.3726], [1.3051, 0.7670, 1.5811], [-0.6633, -2.5148, -1.7486]], "forces_ev_per_a": [[0.022, -0.180, 0.010], [0.408, -0.837, -0.405], [-0.270, -0.151, -0.396], [-0.081, -0.071, 0.035], [-0.073, 0.151, -0.019], [0.038, -0.017, -0.065], [-0.203, -0.034, 0.189], [0.073, -0.014, 0.077], [0.071, -0.121, -0.106], [0.210, 0.003, 0.406], [-0.102, 0.119, -0.012], [0.270, 0.193, 0.004], [-0.039, -0.041, -0.171], [-0.323, 0.999, 0.453]], "lowdin_charge": [0.116, -0.234, -0.123, 0.084, 0.086, -0.061, 0.109, -0.105, 0.140, -0.180, 0.132, -0.193, 0.079, 0.151]}

***

[8]
{"formula": "C5H7NO", "method": "ωB97M-V with the def2-TZVPD basis set", "smiles": "C=C[C@H]1CC(=O)N1", "multiplicity": 1, "e_above_lowest_ev": 2.190, "orbital_gap_ev": 10.562, "homo_energy_ha": -0.3534, "lumo_ev": 0.95, "symbols": ["C", "C", "H", "C", "O", "H", "C", "H", "N", "H", "H", "H", "C", "H"], "positions_angstrom": [[-0.9827, 0.6813, -0.9232], [-2.0218, -0.1186, -0.2149], [-1.1965, 1.6983, -1.2619], [0.0315, 0.4294, 0.3967], [-3.0551, -0.6242, -0.5609], [3.2090, -0.7177, 0.2608], [1.0518, -0.5053, -0.0469], [0.2823, 1.2566, 1.0481], [-1.1596, -0.3418, 0.8120], [-1.1316, -0.9420, 1.7178], [-0.5151, 0.0557, -1.7348], [0.7719, -1.2904, -0.6869], [2.3058, -0.1990, 0.2930], [2.4101, 0.6176, 0.9011]], "forces_ev_per_a": [[2.349, 0.834, -0.546], [0.595, -1.176, -0.324], [0.038, -0.214, 0.094], [-4.254, -0.624, -2.749], [-0.404, 0.362, 0.433], [1.089, -1.283, -1.011], [2.883, 1.489, 0.947], [0.245, 0.061, -0.141], [0.618, -1.366, 4.496], [-0.754, 1.199, -2.381], [-0.809, 0.898, 0.442], [-0.366, -1.098, -0.477], [-1.434, -1.307, -0.231], [0.202, 2.227, 1.448]], "lowdin_charge": [0.006, -0.534, 0.108, -0.238, 0.075, 0.041, -0.150, 0.138, 0.068, 0.193, 0.124, 0.101, 0.045, 0.024]}

***

Number 3 is which compound?
C5H7NO